{
  "formula": "C29H60N4NbO2P",
  "method": "the ωB97M-V functional and the def2-TZVPD basis",
  "elements": ["N", "C", "N", "N", "C", "C", "C", "C", "Nb", "C", "C", "O", "C", "O", "C", "C", "C", "C", "C", "N", "H", "H", "H", "H", "H", "H", "H", "H", "H", "H", "H", "H", "H", "H", "H", "H", "H", "H", "H", "H", "H", "H", "H", "H", "C", "C", "C", "C", "P", "C", "C", "C", "C", "C", "C", "C", "C", "C", "C", "C", "C", "H", "H", "H", "H", "H", "H", "H", "H", "H", "H", "H", "H", "H", "H", "H", "H", "H", "H", "H", "H", "H", "H", "H", "H", "H", "H", "H", "H", "H", "H", "H", "H", "H", "H", "H", "H"],
  "positions_angstrom": [[1.82746, -0.30394, -2.15780], [2.86769, -0.01456, -1.47951], [4.18000, -0.35371, -2.07001], [2.81381, 0.57715, -0.16195], [2.74103, 2.07677, -0.24145], [3.97774, 2.78933, 0.46980], [3.47413, 3.27370, 1.89588], [4.37033, 4.45048, 2.51194], [4.18410, 4.26015, 4.79652], [3.92884, 4.06058, 7.06089], [5.07970, 3.14769, 7.68120], [5.90381, 3.93616, 8.61099], [5.18490, 3.98311, 9.79738], [5.63448, 3.56591, 10.82833], [5.53496, 6.10448, 5.15241], [6.95614, 5.94606, 4.82993], [7.83732, 7.09544, 5.08919], [7.21465, 8.31908, 5.62017], [5.78410, 8.27236, 5.88129], [4.93242, 7.23284, 5.66538], [2.10042, -0.73369, -3.04960], [4.68476, 0.53863, -2.12536], [4.66094, -0.88505, -1.33195], [1.90360, 0.26308, 0.19545], [1.76312, 2.38168, 0.22166], [2.67918, 2.36257, -1.32435], [4.71269, 1.95969, 0.65457], [4.40303, 3.60849, -0.15677], [2.38068, 3.51820, 1.92666], [3.63412, 2.39389, 2.58423], [5.43287, 4.40605, 2.16240], [3.90004, 5.41060, 2.14325], [5.60613, 3.11009, 4.74103], [2.94948, 2.90273, 4.64048], [2.76731, 5.42469, 4.77537], [3.96047, 5.11052, 7.47146], [2.90132, 3.67327, 7.31713], [4.58668, 2.28070, 8.19551], [5.78927, 2.75407, 6.91727], [4.16180, 4.43919, 9.74500], [7.43992, 5.02969, 4.43838], [8.93356, 7.09388, 4.91245], [7.78842, 9.23868, 5.85267], [5.32972, 9.20511, 6.30911], [-3.15478, -2.11069, 1.07108], [-3.91107, -1.38972, -0.04064], [-5.07237, -2.21242, -0.59374], [-4.68500, -3.36418, -1.53359], [-4.21893, -2.97371, -3.21704], [-5.51156, -1.86991, -3.85379], [-6.99168, -2.26497, -3.77545], [-7.49835, -3.35785, -4.72255], [-7.10313, -3.18886, -6.18440], [-4.30959, -4.44303, -4.22965], [-3.38741, -5.65027, -4.04206], [-1.91987, -5.46352, -4.41189], [-1.66763, -4.81423, -5.76696], [-2.76093, -1.96357, -3.45358], [-1.30330, -2.32045, -3.12971], [-1.01943, -3.06057, -1.81658], [-0.30345, -2.18633, -0.79437], [-2.77944, -3.08466, 0.75309], [-2.31014, -1.51111, 1.40903], [-3.80568, -2.27295, 1.93330], [-3.21434, -1.10966, -0.83384], [-4.30062, -0.45443, 0.36795], [-5.75582, -1.53459, -1.11323], [-5.63612, -2.62679, 0.24593], [-5.57516, -3.99834, -1.62620], [-3.94183, -4.01045, -1.06234], [-5.24574, -1.59513, -4.87852], [-5.40216, -0.94200, -3.28222], [-7.57435, -1.36186, -3.98131], [-7.23891, -2.55686, -2.75124], [-8.58953, -3.37804, -4.66103], [-7.18497, -4.34141, -4.36480], [-7.62960, -2.34226, -6.62844], [-7.36537, -4.08502, -6.74821], [-6.03195, -3.02622, -6.31688], [-4.32099, -4.14883, -5.28162], [-5.30405, -4.85016, -4.03236], [-3.78410, -6.46575, -4.65429], [-3.44753, -5.99144, -3.00323], [-1.42390, -6.43751, -4.39071], [-1.43761, -4.88737, -3.62510], [-1.94860, -5.48896, -6.57817], [-0.60708, -4.58106, -5.87703], [-2.21549, -3.87802, -5.89489], [-2.97224, -1.00482, -2.96697], [-2.76911, -1.71881, -4.52430], [-0.72399, -1.39375, -3.16013], [-0.89830, -2.90431, -3.95756], [-0.35974, -3.90984, -2.01783], [-1.92901, -3.48134, -1.38802], [0.70460, -1.94737, -1.13480], [-0.22495, -2.70645, 0.16119], [-0.83487, -1.24401, -0.63696]],
  "atomic_forces_ev_per_a": [[0.1047, 0.3447, 0.3612], [0.4036, -0.4855, -0.7098], [-0.6386, 0.8006, 1.3279], [-0.9610, -0.7077, -1.2129], [0.6067, 0.7304, -0.3859], [-1.6805, -0.8442, 0.5489], [1.8901, -0.2557, 0.4409], [-1.4191, 0.2283, -0.5234], [0.8094, 0.6275, 0.1127], [-0.1811, -0.0590, 0.2544], [-1.0216, 0.7793, -0.8228], [-1.3929, -0.8611, 1.2073], [0.7398, 0.0221, -0.2101], [-0.1311, 0.3727, -0.2712], [0.2869, -0.8660, -0.3191], [0.4284, 3.2342, 1.1954], [-2.4440, 0.6646, 0.5661], [-0.9919, -2.5652, -0.5437], [1.0419, 0.5256, -0.1343], [3.0745, 0.4113, -0.2577], [0.1727, 0.1324, 0.4533], [0.1202, -0.3600, -0.0216], [0.0448, 0.3511, -0.3367], [0.5151, 0.1591, -0.0238], [1.0471, -0.1426, -0.3748], [0.0311, -0.1101, 0.8013], [-0.3171, 1.0426, -0.4028], [-0.3430, -0.5895, 0.5297], [1.0209, -0.0176, -0.1193], [-0.5640, 0.6069, -0.8092], [-0.8091, -0.0936, 0.1856], [0.7631, -0.7210, 0.3425], [0.3719, -0.6583, -0.3514], [-0.3755, 0.1871, 0.2664], [-0.3178, -0.1606, -0.3332], [0.2380, -0.9798, -0.3306], [1.0174, 0.2130, -0.1936], [0.7020, 0.5739, -0.2392], [-0.4926, 0.3819, 0.7450], [0.6434, -0.3330, -0.3525], [-0.8688, 0.5296, 0.3057], [-0.8968, -0.2074, 0.0499], [-0.4278, -0.8149, -0.2201], [0.3175, -0.9476, -0.4260], [-0.0651, 0.0847, 0.0717], [0.1582, -0.1159, 0.2918], [0.0912, 0.6089, -0.2387], [-0.3206, -0.5438, 0.7971], [-0.4378, 0.5083, -0.2488], [-0.1812, 0.4030, -0.0690], [-0.2681, -0.2265, 0.0207], [0.0912, -0.1945, 0.0229], [-0.0806, -0.0095, 0.0212], [-0.1168, -1.0396, -0.3125], [0.4620, -0.2312, 0.1725], [0.1579, 0.1442, 0.1458], [0.0727, -0.1111, 0.0302], [0.8590, 0.8715, -0.2683], [0.2928, -0.6407, -0.1996], [0.4145, 0.0870, 0.1188], [-0.0969, -0.1575, 0.2348], [0.0776, 0.0021, -0.0069], [0.0204, -0.0980, -0.0040], [-0.0063, -0.0108, -0.0490], [-0.0182, 0.0088, -0.0333], [-0.0397, -0.0208, -0.0962], [-0.0847, -0.1251, 0.0000], [0.0206, -0.0907, -0.1013], [0.0695, -0.0602, -0.2643], [0.1161, 0.0477, -0.1105], [0.1116, -0.1243, 0.0319], [0.1502, -0.0582, 0.0062], [0.1579, 0.0393, 0.0720], [-0.0294, 0.0866, 0.0134], [0.0549, 0.0440, 0.0740], [0.0156, 0.0092, -0.0195], [0.0792, 0.0044, -0.0454], [-0.0288, 0.0869, -0.0443], [-0.0228, -0.0142, -0.0222], [0.0354, 0.2462, 0.0917], [-0.1388, 0.3363, 0.0075], [-0.1982, 0.1372, 0.0435], [-0.0229, -0.0444, -0.0687], [-0.1101, 0.0059, 0.0223], [0.0681, 0.0875, 0.0084], [-0.0349, 0.0906, -0.0356], [-0.0523, -0.0459, -0.0723], [0.0148, 0.0113, -0.0084], [-0.3386, -0.1528, 0.0736], [-0.2878, -0.0450, 0.0233], [-0.1604, 0.0524, 0.1312], [-0.1407, -0.0192, -0.0373], [-0.1520, -0.0348, -0.0410], [-0.0974, -0.0087, 0.0030], [-0.2548, 0.0485, 0.0285], [-0.0215, 0.0410, 0.0429], [0.0991, -0.0083, 0.0273]],
  "mulliken_charge": [-0.53, 0.24, -0.69, -0.36, -0.43, -0.72, -0.30, -1.16, -0.78, -0.94, -0.09, -0.34, 0.18, -0.49, 0.59, -0.47, -0.34, -0.34, -0.19, -0.47, 0.22, 0.32, 0.30, 0.32, 0.33, 0.36, 0.29, 0.33, 0.34, 0.26, 0.34, 0.36, 0.00, -0.05, -0.01, 0.35, 0.45, 0.30, 0.23, 0.34, 0.34, 0.33, 0.32, 0.28, -1.41, 0.18, -1.08, -1.14, 1.15, -1.51, -0.82, -0.38, -1.27, -0.62, -1.12, 0.38, -1.35, -1.05, -1.01, 0.34, -2.00, 0.25, 0.40, 0.42, -0.22, 0.46, 0.29, 0.55, 0.66, 0.77, 0.78, 0.54, 0.49, 0.23, 0.46, 0.22, 0.37, 0.35, 0.26, 0.52, 0.08, 0.46, 0.37, 0.49, -0.45, 0.35, 0.42, 0.27, 0.79, 0.61, 0.54, 0.27, 0.47, -0.10, 0.55, 0.45, 0.30],
  "lumo_energy_ev": -0.98,
  "max_force_ev_per_a": 3.47,
  "homo_lumo_gap_ev": 4.746
}


{
  "formula": "C30H38BI2N7OS3Tl",
  "method": "the ωB97M-V functional and the def2-TZVPD basis",
  "elements": ["Tl", "C", "C", "C", "C", "N", "C", "C", "N", "B", "N", "C", "C", "N", "C", "S", "C", "C", "C", "C", "N", "C", "C", "N", "C", "S", "C", "C", "C", "C", "C", "S", "H", "H", "H", "H", "H", "H", "H", "H", "H", "H", "H", "H", "H", "H", "H", "H", "H", "H", "H", "H", "H", "H", "H", "H", "H", "H", "H", "H", "H", "H", "H", "H", "H", "H", "I", "C", "C", "C", "I", "C", "C", "C", "C", "N", "C", "C", "O", "H", "H", "H", "H"],
  "positions_angstrom": [[-0.04091, 1.07579, -1.11720], [-2.44109, -3.85835, -2.63286], [-1.14297, -3.24018, -3.15543], [-1.35396, -1.88442, -3.83063], [-0.45431, -4.27456, -4.05851], [-0.25103, -2.93828, -1.89894], [1.01978, -3.48780, -1.73617], [1.40468, -3.18736, -0.50006], [0.44036, -2.41142, 0.11749], [0.37582, -2.43121, 1.73767], [-0.89365, -1.67578, 2.25130], [-2.03549, -2.37167, 2.50076], [-2.92640, -1.53867, 3.08580], [-2.25778, -0.24888, 3.23242], [-1.04402, -0.35366, 2.59974], [-0.12709, 1.01245, 2.17448], [-2.79624, 0.85650, 4.06085], [-1.72078, 1.12087, 5.13042], [-3.13781, 2.10822, 3.18489], [-4.08591, 0.52910, 4.71440], [1.75929, -1.84601, 2.30785], [2.37549, -2.07795, 3.54008], [3.61534, -1.56018, 3.58971], [3.81886, -0.94064, 2.34288], [2.66919, -1.06007, 1.58575], [2.50091, -0.39916, 0.11530], [5.06385, -0.07037, 2.13227], [4.82569, 1.40055, 1.95600], [5.90363, -0.66516, 0.87786], [6.01485, -0.22849, 3.31409], [-0.61585, -2.27321, -0.73265], [-2.00878, -1.31034, -0.65793], [-2.93817, -4.31916, -3.47741], [-3.19905, -3.01604, -2.33949], [-2.44322, -4.58948, -1.84961], [-1.66698, -2.05293, -4.81596], [-0.35712, -1.30748, -3.83400], [-2.03971, -1.29512, -3.23059], [-1.02970, -4.39634, -4.98507], [-0.48016, -5.32185, -3.56986], [0.50676, -3.93147, -4.32648], [1.48902, -4.13594, -2.48807], [2.52634, -3.24846, -0.19159], [0.38122, -3.57990, 2.00656], [-2.14248, -3.36189, 2.07122], [-4.03832, -1.62659, 3.19204], [-0.93173, 1.71301, 4.65664], [-1.36566, 0.15515, 5.60579], [-2.26844, 1.76454, 5.82643], [-2.17706, 2.58854, 2.87084], [-3.68794, 2.89491, 3.77033], [-3.71628, 1.80456, 2.30080], [-4.01388, -0.33383, 5.40104], [-5.03529, 0.46941, 4.11607], [-4.26565, 1.44791, 5.40528], [1.88127, -2.61681, 4.32677], [4.32805, -1.48462, 4.46320], [4.07683, 1.72785, 1.16998], [5.76494, 1.74186, 1.57565], [4.67504, 1.86707, 2.92277], [5.23426, -1.15376, 0.11488], [6.56992, -1.45006, 1.28112], [6.42970, 0.16768, 0.45744], [5.34877, -0.02099, 4.24221], [6.79433, 0.52905, 3.24468], [6.35736, -1.31779, 3.40256], [-3.83288, 5.16364, -0.74211], [-2.91886, 4.99386, -2.56481], [-3.33557, 5.68477, -3.65245], [-2.71987, 5.53853, -4.88775], [-3.54716, 6.42500, -6.55529], [-1.61883, 4.57880, -4.96114], [-1.12778, 4.19898, -6.19179], [-0.05586, 3.35774, -6.25398], [0.52038, 2.94773, -5.06124], [-0.05842, 3.14325, -3.85853], [-1.08555, 4.00291, -3.78790], [-1.78247, 4.13513, -2.52004], [-1.59955, 3.40374, -1.49252], [-4.23444, 6.22001, -3.61259], [-1.55671, 4.53416, -7.10576], [0.40663, 3.03779, -7.22116], [1.52630, 2.55325, -5.07878]],
  "atomic_forces_ev_per_a": [[-0.3069, 0.3331, 0.1288], [-2.5367, 2.4642, -0.7641], [0.6181, 0.1534, 2.3386], [2.0677, 0.4532, 1.2765], [-1.4125, -1.3115, 0.9805], [-0.3695, -0.9421, -0.9694], [-0.9207, -0.6903, -0.9203], [3.1021, 0.2824, 0.6823], [-0.7572, -0.6866, 0.9736], [0.8106, 1.5764, -0.7729], [1.7977, 0.4524, -0.0201], [-0.9618, 0.3423, 0.1276], [-0.5146, 1.2049, 0.1137], [-1.3167, -2.6792, -0.9704], [-0.8177, 0.1334, 0.1002], [0.5265, -0.5147, 0.1132], [0.7119, 0.6466, -1.4778], [-0.7415, 0.1999, -0.0087], [1.4193, 0.8069, 0.2889], [-1.9301, 0.6184, 2.4185], [1.2676, 1.1230, -0.6195], [-0.6673, -0.6446, 0.0185], [0.0820, 0.3164, 0.4100], [0.9475, 0.6916, 1.4065], [0.1577, -1.0280, 1.9590], [0.3700, 1.2416, -2.0272], [0.2974, -2.2390, -2.0583], [-1.1363, 0.6056, -1.1038], [-1.9813, -0.8973, 0.8861], [-1.9986, -1.1279, 1.8998], [1.0986, -0.4494, -1.3633], [-0.2168, 0.2814, 0.6985], [-0.0890, -0.3440, -0.4120], [1.5793, -1.5765, -0.1978], [0.7046, -0.2439, 0.5327], [-0.6771, 0.0794, -1.5280], [-1.3998, -0.8993, -0.1956], [-0.1349, 0.0496, -0.2652], [-0.0356, 0.2603, 0.2351], [0.4824, 1.7030, -0.6291], [1.2794, -0.0043, -0.3191], [-0.2313, 0.7220, 0.5545], [-2.6250, -0.0751, 0.0602], [-0.4438, -0.4903, 0.5098], [-0.1286, 0.1885, 0.4239], [1.5465, 0.0198, 0.2202], [0.1787, -0.4770, 0.3545], [-0.3671, 1.2684, -0.5143], [0.6177, -0.1091, 0.4957], [-0.9558, -0.4454, -0.1034], [0.2912, -0.9440, -0.4095], [0.1918, 0.1716, 0.2907], [-0.1383, 0.1517, -0.3650], [1.2067, -0.1539, 0.0839], [0.1073, -1.5984, -1.0291], [-0.1961, -0.1280, -0.0127], [-1.2962, -0.4148, -1.5342], [0.5549, -0.7479, 1.2345], [0.7040, 0.6468, -0.0963], [-0.4349, 0.2645, 0.0692], [0.6100, 0.8057, 0.7254], [-0.0894, 0.4820, -0.3918], [0.5543, 0.1252, -0.4649], [1.6844, 0.0657, -1.1900], [0.1833, -0.4079, 0.0297], [-0.0630, 1.7203, -0.0673], [-0.7139, 0.2449, 0.6110], [1.5480, -0.5545, 1.0844], [0.3929, -0.1227, -2.0836], [0.9122, -1.3370, 1.2919], [-0.1495, 0.2064, -0.2650], [-1.8960, 2.2339, -0.1228], [0.8683, -0.8502, -0.5454], [0.8149, -0.1839, -1.0709], [-0.4383, 0.1902, 1.5687], [1.5901, 0.2620, -1.1124], [-0.3025, -1.0160, -0.2641], [-1.3926, -0.9635, 1.0789], [1.0023, 0.4225, -0.9842], [-1.0669, 0.9995, 0.2265], [-0.4319, 0.3823, -0.4041], [-0.5074, 0.4258, 0.9299], [-0.0888, -0.7213, 0.2210]],
  "mulliken_charge": [0.59, -1.62, 1.41, -1.43, -2.04, 0.42, -0.27, -1.00, 1.70, -0.04, 0.09, -0.75, -0.42, 0.36, 0.32, -0.49, 1.24, -1.62, -1.46, -1.98, 0.37, -1.46, 0.07, 0.78, -0.33, -0.46, 1.12, -1.49, -1.24, -1.87, -0.48, -0.31, 0.49, 0.28, 0.30, 0.53, 0.19, 0.34, 0.45, 0.36, 0.57, 0.36, 0.19, -0.20, 0.45, 0.28, 0.38, 0.28, 0.52, 0.34, 0.37, 0.38, 0.47, 0.38, 0.46, 0.55, 0.27, 0.19, 0.51, 0.36, 0.28, 0.37, 0.34, 0.42, 0.39, 0.39, 0.04, -0.50, -0.29, -0.64, 0.02, 1.49, -0.59, -0.50, -0.54, -0.20, -0.47, 0.61, -0.67, 0.38, 0.20, 0.31, 0.44],
  "lumo_energy_ev": 2.29,
  "max_force_ev_per_a": 3.62,
  "charge": -1,
  "homo_lumo_gap_ev": 6.337
}